Record 1
{
  "formula": "C4H12NO2",
  "method": "ωB97M-V/def2-TZVPD",
  "elements": ["C", "N", "C", "C", "C", "O", "H", "H", "H", "H", "H", "H", "H", "H", "H", "H", "H", "H", "O"],
  "positions_angstrom": [[0.017382, -2.701476, 0.356996], [-0.250299, -1.448329, -0.345670], [0.726282, -1.175858, -1.410063], [-0.437061, -0.359701, 0.575923], [-0.294384, 1.117394, 0.004577], [-0.137115, 1.925060, 1.066835], [-0.949357, -3.138396, 0.630742], [0.696861, -2.680067, 1.222902], [0.434145, -3.415762, -0.360085], [1.609816, -0.652654, -1.017790], [0.255331, -0.460287, -2.086773], [0.995526, -2.063181, -1.978655], [-1.466722, -0.377364, 0.925611], [0.149717, -0.366070, 1.496317], [-1.266756, 1.223088, -0.511164], [0.493846, 1.227434, -0.737511], [-0.687171, 5.010796, 0.442606], [0.053816, 3.684740, 0.789347], [0.056142, 4.650634, 0.935854]],
  "forces_ev_per_angstrom": [[-0.62, -0.60, -0.64], [1.07, -0.50, -0.36], [-0.41, 0.99, 0.45], [-0.75, 1.10, 0.22], [0.06, -1.84, -0.24], [-0.52, 0.30, 0.03], [0.20, 0.07, 0.46], [-0.13, 0.40, -0.09], [0.03, 0.13, 0.08], [0.32, -0.43, -0.12], [0.11, -0.14, -0.28], [-0.07, -0.03, 0.24], [-0.18, -0.17, 0.22], [0.64, -0.42, -0.09], [0.06, 0.68, 0.17], [0.11, 0.17, -0.10], [0.05, -0.10, 0.02], [0.01, 0.52, 0.19], [0.02, -0.11, -0.16]],
  "mulliken_spin": [0.000, 0.010, 0.005, 0.064, -0.004, 0.836, 0.000, 0.001, 0.001, -0.003, 0.000, 0.000, -0.004, -0.003, 0.089, -0.004, -0.001, 0.000, 0.012],
  "s_squared": 0.754,
  "multiplicity": 2,
  "e_lumo_ev": [0.80, -2.23],
  "e_above_lowest_ev": 1.232,
  "total_energy_ev": -9924.3882,
  "charge": 0
}

Record 2
{
  "formula": "C13H18N8O2PZr",
  "method": "ωB97M-V/def2-TZVPD",
  "elements": ["Zr", "C", "N", "C", "C", "N", "C", "P", "C", "N", "C", "C", "N", "C", "C", "N", "C", "C", "N", "C", "H", "H", "H", "H", "H", "H", "H", "H", "H", "H", "H", "H", "H", "H", "H", "N", "N", "C", "O", "O", "H", "H", "H"],
  "positions_angstrom": [[-0.588849, 0.626311, -0.000790], [1.804447, 4.864423, 2.581607], [0.855828, 3.748202, 2.403544], [-0.183467, 3.483542, 3.259206], [-0.856050, 2.416544, 2.755544], [-0.225277, 2.026249, 1.593192], [0.821114, 2.865589, 1.398641], [2.013640, 2.842456, -0.000655], [2.421344, 1.052047, 0.000074], [1.560051, 0.009537, -0.000369], [2.329577, -1.131749, -0.001511], [3.641250, -0.775381, 0.000557], [3.680572, 0.592391, 0.000240], [4.922492, 1.389011, 0.001395], [0.821998, 2.863985, -1.400905], [-0.224107, 2.024198, -1.595580], [-0.854125, 2.413741, -2.758760], [-0.182857, 3.482016, -3.261232], [0.856808, 3.746521, -2.405738], [1.804838, 4.863226, -2.583578], [1.732868, 5.204710, 3.610029], [1.540251, 5.680458, 1.913006], [2.817795, 4.522984, 2.390394], [-0.358765, 4.071023, 4.145399], [-1.731633, 1.919326, 3.139446], [1.918572, -2.126705, -0.003235], [4.535443, -1.376609, 0.001110], [5.762030, 0.700946, -0.001367], [4.968055, 2.001878, 0.897980], [4.966568, 2.007131, -0.891638], [-1.729102, 1.915766, -3.143050], [-0.358540, 4.069797, -4.147156], [1.736594, 5.200580, -3.613203], [2.817855, 4.523430, -2.387798], [1.537360, 5.680818, -1.918179], [-0.892752, -1.777775, 0.002281], [-2.279942, -2.029266, 0.039088], [-3.166903, -0.981486, -0.001761], [-4.337608, -1.046075, -0.020970], [-2.431587, 0.214963, -0.006268], [-0.497399, -2.230940, -0.825812], [-0.461218, -2.234555, 0.809419], [-2.617471, -2.982356, 0.005400]],
  "forces_ev_per_angstrom": [[-0.05, 0.02, 0.00], [-0.02, -0.02, 0.01], [0.03, 0.04, -0.04], [-0.02, -0.02, 0.00], [-0.03, 0.01, 0.01], [0.01, -0.03, -0.05], [0.01, 0.01, 0.10], [0.01, 0.02, 0.00], [-0.05, 0.00, 0.00], [0.00, -0.02, -0.01], [0.01, 0.01, 0.01], [-0.01, -0.02, -0.01], [0.01, 0.01, 0.01], [-0.02, -0.01, 0.00], [0.01, 0.01, -0.10], [0.02, -0.03, 0.04], [-0.04, 0.02, 0.00], [-0.01, -0.02, 0.00], [0.02, 0.04, 0.05], [-0.02, -0.02, -0.01], [0.01, 0.00, 0.00], [0.00, 0.00, 0.00], [0.00, 0.00, -0.01], [0.01, 0.00, 0.00], [0.00, 0.00, 0.00], [0.00, 0.00, 0.00], [0.01, 0.01, 0.00], [0.00, 0.00, 0.00], [0.00, 0.00, 0.00], [0.00, 0.00, 0.00], [0.00, 0.00, 0.00], [0.01, 0.00, 0.00], [0.01, 0.00, 0.00], [0.00, 0.00, 0.01], [0.00, 0.00, 0.00], [-0.03, -0.08, 0.00], [0.13, -0.06, 0.02], [-0.14, -0.04, 0.00], [0.03, 0.11, 0.00], [0.09, -0.01, 0.00], [0.02, 0.02, 0.00], [0.02, 0.02, 0.00], [-0.02, 0.01, 0.00]],
  "nbo_charge": [2.523, -0.419, -0.260, -0.007, -0.023, -0.685, 0.095, 0.839, 0.089, -0.677, -0.045, -0.004, -0.266, -0.419, 0.095, -0.685, -0.023, -0.007, -0.260, -0.419, 0.265, 0.246, 0.238, 0.281, 0.271, 0.241, 0.280, 0.265, 0.241, 0.241, 0.271, 0.281, 0.265, 0.238, 0.246, -0.705, -0.493, 0.866, -0.438, -0.820, 0.416, 0.417, 0.449],
  "multiplicity": 1,
  "e_lumo_ev": -10.65,
  "e_above_lowest_ev": 0.000,
  "total_energy_ev": -40335.1536,
  "charge": 3
}